No. 1
114
Properties=species:S:1:pos:R:3 method="wB97M-V/def2-TZVPD" multiplicity=1 homo_ev=-8.3 charge=0 lumo_energy_ev=0.42 e_above_lowest_kcal_mol=21.1 homo_lumo_gap_ev=8.76 smiles=CC1(C)CCCC(C)(C)N1O.CC1(C)CCCC(C)(C)N1O.CCO.CCO.CO.CO.CO.CO.CO.CO
C 13.39616 8.32094 14.46921
C 14.63487 7.66360 13.84452
C 14.63990 6.14418 14.08711
C 14.78607 7.93873 12.30099
C 15.23173 9.37276 12.01267
C 16.46815 9.73209 12.79552
C 16.34775 9.54149 14.32509
C 17.77880 9.49940 14.92021
C 15.57552 10.71724 14.95448
N 15.88401 8.13857 14.47993
O 15.97393 7.76709 15.82420
H 12.45812 7.76092 14.26427
H 13.42281 8.52374 15.55180
H 13.24874 9.28784 14.07812
H 13.90530 5.53336 13.55509
H 15.68423 5.82875 14.01144
H 14.34884 5.99705 15.14245
H 15.48269 7.19038 11.94051
H 13.85940 7.75836 11.79998
H 15.46640 9.53140 10.95319
H 14.41731 10.11946 12.12343
H 16.76502 10.76949 12.60162
H 17.33287 9.13750 12.47217
H 18.36798 10.31581 14.43427
H 18.14760 8.49407 14.67048
H 17.73942 9.76775 15.99195
H 15.25585 10.71465 16.02900
H 14.67731 10.96414 14.33499
H 16.17980 11.60016 14.86101
H 15.28139 8.24388 16.27798
C 9.74736 14.29484 16.58372
C 9.76197 13.15544 15.65340
C 8.46470 13.25494 14.78532
C 11.00362 13.31205 14.66271
C 12.31611 12.86887 15.27065
C 12.21226 11.47608 15.82150
C 11.08051 11.32531 16.87448
C 10.86577 9.82530 17.21078
C 11.46255 11.98635 18.18128
N 9.84274 11.81752 16.24355
O 8.73661 11.65061 17.09931
H 9.30471 15.20920 16.20769
H 9.03174 14.12916 17.40008
H 10.73592 14.60362 16.98154
H 8.45106 12.53573 13.93562
H 7.59394 13.05794 15.41206
H 8.30822 14.29907 14.36295
H 10.77374 12.68514 13.79897
H 11.06391 14.31277 14.25412
H 13.07909 12.90748 14.50118
H 12.56136 13.54563 16.11265
H 13.13009 11.10937 16.25712
H 11.96592 10.81302 14.96767
H 10.77345 9.32672 16.27129
H 9.90577 9.63423 17.69107
H 11.70410 9.35188 17.64710
H 11.93442 12.95138 18.05794
H 12.13508 11.38746 18.72431
H 10.59214 12.17389 18.79793
H 8.87935 12.13272 17.95469
C 11.88571 10.72654 10.47822
C 11.22850 10.74066 11.86558
O 10.85258 9.36570 12.27876
H 11.09116 10.56214 9.67716
H 12.47691 9.81754 10.45007
H 12.52548 11.56105 10.21619
H 10.33295 11.34642 11.89262
H 11.91431 11.15717 12.62823
H 10.13749 9.53550 12.96043
C 7.24390 8.23854 14.24712
C 7.97818 9.24320 15.07514
O 8.99430 9.95948 14.33409
H 6.44740 8.69951 13.68055
H 6.86261 7.46085 14.91578
H 7.88877 7.60768 13.58292
H 8.43243 8.77208 15.95080
H 7.26035 9.97941 15.39170
H 9.44474 10.55592 14.97081
C 14.59273 13.22846 8.56067
O 14.69695 12.05016 9.46644
H 15.56986 13.71480 8.49131
H 14.29426 13.00952 7.57674
H 13.91038 13.93936 9.01944
H 14.38628 11.26270 8.94581
C 10.76698 7.91666 6.89349
O 11.69284 8.27932 7.90418
H 10.22131 8.82595 6.52468
H 11.08780 7.33886 6.05586
H 9.87906 7.45069 7.31024
H 11.48974 7.90150 8.77920
C 11.57727 6.39728 10.61392
O 10.74875 7.44159 10.15766
H 12.09951 6.65939 11.50613
H 10.92894 5.50319 10.81537
H 12.37679 6.12977 9.86021
H 10.57929 8.01751 10.92599
C 14.89841 13.85967 12.39904
O 15.56524 12.69214 11.96515
H 13.78983 13.74730 12.36672
H 15.15838 14.03196 13.44878
H 15.19407 14.72062 11.77538
H 15.28640 12.51879 11.04029
C 9.12213 13.35718 9.35772
O 8.00699 13.89229 8.63730
H 9.37908 14.08565 10.14592
H 8.82068 12.37465 9.75579
H 10.02997 13.20509 8.81745
H 8.27236 14.72426 8.23934
C 14.12663 10.08728 6.38361
O 13.21382 10.58467 7.32990
H 13.82701 9.11126 6.01924
H 14.10441 10.82762 5.57941
H 15.15478 10.13962 6.81116
H 12.66692 9.81076 7.55077

---

No. 2
123
Properties=species:S:1:pos:R:3 method="wB97M-V/def2-TZVPD" multiplicity=2 homo_ev="2.2 / -2.3" charge=-2 lumo_energy_ev="3.55 / 3.49" s_squared=0.750 homo_lumo_gap_ev="1.31 / 5.76"
C -33.29368 2.52326 -4.61270
O -34.13881 3.57619 -5.02946
O -33.94896 1.30897 -4.74816
C -32.00785 2.74860 -5.51153
F -32.23397 3.09496 -6.79632
F -31.26870 3.82643 -5.05814
F -31.20920 1.74193 -5.64703
C -34.66413 4.46449 -4.07652
C -35.03135 5.73953 -4.89022
H -34.24231 6.09097 -5.55506
H -35.91894 5.57354 -5.50074
H -35.24880 6.56320 -4.21023
H -34.01587 4.84481 -3.28708
H -35.57899 4.04898 -3.65406
H -33.08180 2.65980 -3.55224
C -29.29219 4.44007 -8.80385
C -28.30372 5.08167 -7.90443
O -28.97691 5.18442 -6.65012
H -30.03941 5.22084 -8.94587
H -29.72497 3.54230 -8.36249
H -28.93255 4.27030 -9.81871
H -28.06910 6.06022 -8.32334
H -27.42516 4.44979 -7.77419
H -28.65283 5.93460 -6.14633
C -29.40595 1.02688 -3.12788
C -29.03515 -0.11626 -2.12424
O -30.31526 -0.67063 -1.82427
H -29.98678 1.72934 -2.53015
H -29.84143 0.70042 -4.07227
H -28.60934 1.68154 -3.48135
H -28.56171 0.35365 -1.26218
H -28.34192 -0.80063 -2.61329
H -30.32659 -1.27724 -1.08029
C -35.19707 1.91505 1.18221
C -33.80930 2.30529 0.45891
O -34.23637 2.46824 -0.88474
H -35.77361 1.11022 0.72618
H -35.98913 2.66348 1.15798
H -35.03090 1.70016 2.23782
H -32.94043 1.66022 0.58951
H -33.56613 3.28572 0.86846
H -34.63350 3.33733 -0.79214
C -26.51223 -0.05173 -9.45061
C -27.01647 0.18318 -7.97891
C -28.37111 0.92797 -7.83352
C -29.60858 0.05025 -8.12827
C -29.61105 -1.05827 -7.11470
C -28.35078 -1.89960 -7.27618
N -27.11290 -1.09623 -7.23962
O -25.90328 -1.82199 -7.23066
C -28.27887 -2.84609 -6.09441
C -28.43500 -2.77024 -8.59119
C -26.01831 1.06132 -7.20007
H -26.11245 -1.04978 -9.62995
H -25.69569 0.60736 -9.74551
H -27.34273 0.13203 -10.13222
H -28.57782 1.52526 -6.94548
H -28.33583 1.73186 -8.56878
H -29.71578 -0.32364 -9.14652
H -30.52660 0.63675 -8.09149
H -30.45058 -1.73514 -7.27328
H -29.87597 -0.61808 -6.15337
H -29.06013 -3.47531 -5.66802
H -27.38363 -3.46789 -6.09600
H -28.15478 -2.14433 -5.26964
H -29.22334 -3.52298 -8.59205
H -28.52712 -2.10919 -9.45294
H -27.64498 -3.52120 -8.58574
H -26.15571 1.10563 -6.11967
H -26.01531 2.10416 -7.51720
H -24.99167 0.69512 -7.19634
H -25.53397 -1.55479 -6.38579
C -38.07372 7.63414 -3.50923
C -37.89968 8.51313 -4.74397
C -36.67717 9.53360 -4.46654
C -36.12766 10.20672 -5.65283
C -35.92669 9.18377 -6.76793
C -37.11247 8.36579 -7.25703
N -37.65628 7.72566 -5.99396
O -38.58437 6.77035 -6.15778
C -38.22167 9.25473 -7.90365
C -36.51572 7.35588 -8.33073
C -39.14643 9.39844 -4.85655
H -37.24561 6.92798 -3.44873
H -38.93712 7.02617 -3.77944
H -38.35263 8.00755 -2.52391
H -36.93492 10.31079 -3.74706
H -35.92264 8.94929 -3.93989
H -35.18119 10.63335 -5.32074
H -36.68945 11.06633 -6.01830
H -35.02902 8.65669 -6.44470
H -35.45894 9.60871 -7.65604
H -37.92208 9.28114 -8.95134
H -39.23727 8.86278 -7.84859
H -38.11228 10.22787 -7.42498
H -37.22693 7.17841 -9.13745
H -35.57314 7.54210 -8.84548
H -36.35392 6.37413 -7.88566
H -38.82059 10.42468 -5.02614
H -39.67264 9.56848 -3.91725
H -40.02507 9.15027 -5.45195
H -38.03605 5.99503 -6.01696
O -33.15747 -0.95863 -3.16146
H -32.35460 -0.67608 -2.72353
H -33.52935 -0.15423 -3.52323
O -37.59441 2.75943 -4.93000
H -37.19564 3.31954 -4.26405
H -38.21148 3.33135 -5.38647
O -33.92663 0.63400 -7.92700
H -33.38094 0.72555 -8.70807
H -33.35439 0.88881 -7.20323
O -32.59582 7.48671 -3.17213
H -32.38629 6.55329 -3.13970
H -31.86879 7.91182 -2.71722
O -37.64349 4.02036 -2.33716
H -36.76732 4.39586 -2.25025
H -38.09541 4.27704 -1.53334
O -35.57755 3.25814 -7.23727
H -34.92001 3.44846 -6.56820
H -35.41889 3.90843 -7.92150
O -28.52285 4.17552 -3.62865
H -28.34741 4.00957 -4.55488
H -29.38411 3.78742 -3.47424

---

No. 3
120
Properties=species:S:1:pos:R:3 method="wB97M-V/def2-TZVPD" multiplicity=1 homo_ev=-8.3 charge=0 lumo_energy_ev=0.36 e_above_lowest_kcal_mol=519.2 homo_lumo_gap_ev=8.64 smiles=COCCNCCOC.COCCNCCOC.COCCNCCOC.COCCNCCOC.CO.CO.CO.CO
C -22.96892 -26.94993 -27.95096
O -23.82448 -27.22127 -29.04801
C -24.35142 -28.56411 -28.95020
C -25.41546 -28.75977 -30.17161
N -26.08527 -30.05431 -30.05960
C -26.97390 -30.29921 -31.12015
C -27.61879 -31.69649 -30.93149
O -28.68053 -31.93479 -31.95322
C -29.17874 -33.23541 -31.91951
H -22.09460 -27.63254 -27.88754
H -23.44836 -27.05004 -26.93885
H -22.64448 -25.92228 -27.76173
H -24.62835 -28.78319 -28.14476
H -23.53719 -29.20261 -28.89013
H -24.95301 -28.79464 -31.11523
H -26.06278 -27.95143 -30.17351
H -26.59266 -29.85992 -29.37384
H -26.53637 -30.19419 -32.01759
H -27.76052 -29.57573 -31.14757
H -28.27027 -31.84508 -30.21396
H -26.95135 -32.63037 -31.14481
H -29.83477 -33.35074 -31.23655
H -28.40609 -33.94269 -31.96727
H -29.65859 -33.39268 -32.72750
C -25.72601 -23.69731 -21.32131
O -26.59291 -24.66757 -22.09900
C -27.64508 -23.89160 -22.79171
C -28.61108 -24.89514 -23.47959
N -29.60847 -24.08905 -24.25279
C -30.75644 -24.72386 -24.53185
C -31.75571 -23.87919 -25.23747
O -32.84550 -24.66913 -25.63279
C -33.89163 -23.98297 -26.22448
H -24.77389 -24.09889 -20.80103
H -26.04470 -23.11404 -20.65822
H -25.30356 -23.06832 -22.23241
H -27.19312 -23.37885 -23.57962
H -28.11074 -23.18503 -21.89491
H -29.22104 -25.26677 -22.74913
H -28.15736 -25.73398 -23.90036
H -29.16112 -23.78733 -25.17426
H -31.21441 -24.89102 -23.47965
H -30.50240 -25.70462 -25.10381
H -31.05726 -23.43667 -26.00624
H -32.11263 -22.99310 -24.67117
H -34.75244 -24.57325 -26.20877
H -33.49829 -23.82523 -27.01831
H -34.11463 -22.95936 -25.47129
C -18.63771 -24.95404 -24.59476
O -18.49083 -24.92701 -23.25133
C -19.76536 -24.95644 -22.65612
C -19.61712 -24.96785 -21.09833
N -20.87358 -24.71316 -20.36930
C -21.82177 -25.77481 -20.46275
C -22.86029 -25.66111 -19.28218
O -23.91913 -26.57290 -19.47372
C -23.73867 -27.91928 -18.95921
H -18.89433 -25.90400 -25.01137
H -17.89874 -25.09191 -25.14203
H -19.14679 -24.09442 -25.11375
H -20.39585 -25.78503 -22.99103
H -20.15972 -24.03975 -23.19252
H -18.79113 -24.38266 -20.67819
H -19.48289 -26.00224 -20.70813
H -21.51246 -23.77142 -20.75913
H -21.54674 -26.67048 -20.47120
H -22.44983 -25.80566 -21.43181
H -23.21653 -24.64643 -19.09285
H -22.44471 -25.67875 -18.36724
H -24.52287 -28.55899 -19.04476
H -23.77246 -27.81529 -17.84604
H -22.72934 -28.28787 -19.33656
C -31.28829 -29.37594 -32.06441
O -31.30540 -28.50392 -30.92412
C -30.66685 -27.22491 -31.09357
C -30.72681 -26.68118 -29.66606
N -29.74677 -25.63028 -29.45922
C -29.81371 -24.87895 -28.27946
C -28.60832 -23.93840 -28.06622
O -28.77777 -23.24393 -26.74617
C -27.71246 -22.36018 -26.46026
H -32.02723 -28.99616 -32.67218
H -31.77749 -30.45177 -31.87997
H -30.35186 -29.35560 -32.47715
H -30.99813 -26.67112 -31.84537
H -29.57293 -27.37018 -31.51723
H -30.84608 -27.38479 -29.01191
H -31.68620 -26.42750 -29.36362
H -28.79072 -25.92555 -29.55276
H -29.63226 -25.58679 -27.52543
H -30.77649 -24.42358 -28.22191
H -28.64540 -23.16373 -28.86725
H -27.56780 -24.43805 -28.16927
H -27.97923 -21.86747 -25.56934
H -27.32866 -21.52548 -27.10762
H -26.67390 -22.78729 -26.32096
C -21.67649 -28.65336 -24.75596
O -22.64787 -27.90464 -24.13600
H -21.99374 -29.35669 -25.45397
H -20.99234 -28.97111 -24.13534
H -21.09297 -27.86991 -25.28883
H -23.24525 -28.38476 -23.88171
C -24.07803 -24.83846 -24.45241
O -22.70049 -25.17199 -24.75740
H -24.61213 -24.53692 -25.34339
H -24.21718 -24.12956 -23.86961
H -24.39335 -25.51902 -23.81661
H -22.63590 -26.04672 -24.76705
C -22.12780 -21.74021 -22.32536
O -21.12166 -21.77437 -21.46677
H -21.62225 -21.65783 -23.34809
H -22.54603 -20.87887 -22.50169
H -22.90020 -22.33717 -22.03751
H -20.46608 -20.99657 -21.60335
C -24.43314 -23.22300 -28.16381
O -24.97479 -22.07844 -28.70303
H -24.98669 -23.58165 -27.18729
H -23.43388 -22.91133 -27.78354
H -24.18949 -24.13535 -28.74591
H -24.46489 -21.70645 -29.45082

---

No. 4
132
Properties=species:S:1:pos:R:3 method="wB97M-V/def2-TZVPD" multiplicity=2 homo_ev="-5.0 / -5.0" charge=-1 lumo_energy_ev="2.00 / 0.54" s_squared=0.753 e_above_lowest_kcal_mol=41.7 homo_lumo_gap_ev="7.03 / 5.55"
Ag 0.59820 -0.68863 0.50388
N -1.22668 0.89130 -1.86364
O -0.73962 0.37318 -2.85088
O -0.75018 0.61349 -0.79849
O -2.10282 1.75064 -1.98580
N 0.82878 -4.59239 2.73173
O 1.93880 -4.68938 3.06741
O 0.29338 -5.43701 2.00905
O 0.16032 -3.55994 3.04690
N 0.19142 -3.76664 -1.05223
O 0.46045 -3.46256 -2.23794
O -0.21003 -4.86687 -0.83019
O 0.36914 -2.92714 -0.17315
C -0.77067 6.05819 4.21644
C -1.68104 6.38273 3.05438
C -2.53501 5.20423 2.58204
O -1.75456 4.32136 1.77286
C -2.43962 3.20003 1.18135
N -2.62957 7.37752 3.65255
H 0.18870 6.56081 4.33923
H -0.43210 5.04535 3.99823
H -1.25937 5.99779 5.18887
H -1.17965 6.82495 2.19348
H -3.31957 5.58464 1.92792
H -2.96103 4.65995 3.42487
H -3.16806 2.85047 1.91298
H -1.72628 2.41931 0.91731
H -2.95166 3.54895 0.28460
H -2.04055 8.06183 4.10518
H -3.17370 7.81619 2.92345
C -2.85257 -2.09770 -3.03840
C -3.95952 -1.47641 -3.89558
C -5.31208 -1.81656 -3.21654
O -5.72050 -3.12984 -3.59445
C -6.93552 -3.40036 -2.83360
N -3.67522 -0.03173 -3.95233
H -3.06080 -1.66666 -2.05914
H -1.78707 -2.02675 -3.25701
H -3.02952 -3.16414 -2.89876
H -3.75984 -1.86614 -4.89375
H -6.05243 -1.11495 -3.60090
H -5.23856 -1.60646 -2.14951
H -6.93084 -4.48197 -2.69876
H -7.83334 -3.21764 -3.42406
H -7.12013 -2.92359 -1.87095
H -2.67643 -0.15998 -4.03026
H -3.51512 0.50311 -3.11066
C 3.78714 -1.90561 -5.63024
C 2.38669 -1.41150 -5.57896
C 1.46376 -2.32875 -6.40423
O 0.17305 -1.64024 -6.62550
C -0.73269 -2.61040 -7.10261
N 1.93045 -1.29750 -4.24617
H 4.17651 -1.76721 -6.63887
H 3.86911 -2.98515 -5.50378
H 4.48275 -1.51072 -4.88977
H 2.42765 -0.38186 -5.93429
H 1.40812 -3.24167 -5.81129
H 1.76793 -2.38383 -7.44948
H -0.43307 -3.11097 -8.02335
H -1.69186 -2.10300 -7.20577
H -0.76018 -3.44786 -6.40548
H 0.92646 -1.20662 -4.30832
H 2.05572 -2.20347 -3.81766
C 1.83288 3.37896 2.56532
C 1.82926 1.79775 2.70729
C 1.33412 1.36857 4.07800
O 1.23198 -0.04454 4.23106
C 0.73059 -0.52857 5.41279
N 0.74946 1.42008 1.73341
H 2.06040 3.83196 1.60037
H 2.50635 3.89765 3.24759
H 0.87810 3.88124 2.72092
H 2.85090 1.49275 2.48074
H 0.45370 1.94890 4.35402
H 2.12577 1.75997 4.71691
H 1.20954 -0.19360 6.33285
H 0.92883 -1.59870 5.35265
H -0.32483 -0.36643 5.63163
H 1.01966 1.89607 0.88457
H -0.11535 1.91840 1.88800
C -3.06574 -1.96185 1.81362
C -2.37685 -0.56541 2.13121
C -2.90110 0.10769 3.37988
O -2.09642 1.31239 3.71358
C -2.50794 2.06508 4.84667
N -0.96637 -0.84682 2.21595
H -2.58575 -2.75235 2.39054
H -3.05558 -2.21378 0.75319
H -4.14540 -2.00917 1.95573
H -2.40220 0.18054 1.33685
H -2.75317 -0.49428 4.27645
H -3.94540 0.40103 3.27272
H -2.74524 1.54450 5.77446
H -3.36287 2.72596 4.70371
H -1.83820 2.80821 5.27947
H -0.89837 -1.76547 2.63014
H -0.70220 -0.18234 2.92923
C 4.35367 0.07373 -2.00574
C 3.14738 0.52579 -1.25962
C 2.53957 1.85122 -1.69277
O 1.68171 2.36095 -0.65279
C 0.90932 3.57043 -1.10086
N 2.11957 -0.50320 -1.21532
H 5.06045 0.90002 -2.08190
H 4.08643 0.00758 -3.06040
H 4.83745 -0.85396 -1.70005
H 3.44232 0.66130 -0.21907
H 1.95565 1.73080 -2.60526
H 3.32538 2.56004 -1.95386
H -0.03160 3.70031 -0.56617
H 0.56603 3.51799 -2.13406
H 1.53374 4.46021 -1.02023
H 1.82879 -0.61366 -2.17622
H 2.78407 -1.25010 -1.07151
C 4.12759 -1.29598 3.20512
C 3.47501 -1.54162 1.82943
C 3.99096 -2.77137 1.05888
O 3.90877 -2.52298 -0.35546
C 4.26326 -3.58332 -1.21401
N 2.03990 -1.61639 2.01681
H 5.07068 -0.78449 3.39760
H 4.12297 -2.20021 3.81377
H 3.50197 -0.54989 3.69505
H 3.68178 -0.65401 1.23152
H 3.32147 -3.60942 1.25262
H 5.00450 -3.05453 1.34287
H 3.69540 -4.50204 -1.06705
H 5.33567 -3.72970 -1.08513
H 3.98525 -3.24615 -2.21257
H 1.80941 -1.03383 2.80903
H 1.81765 -2.55572 2.31406

---

Calculated DFT total energy in order - -53686.0331; -70058.0365; -60770.3395; -81928.7603 eV